Arrangement w

# C2H4NO

The ion C2H4NO with charge +1 (wB97M-V/def2-TZVPD, the Open Molecules 2025 dataset).

```
! wB97M-V def2-TZVPD RIJCOSX def2/J DEFGRID3
* xyz 1 1
C -0.96182 0.15170 0.36215
C 0.36175 -0.07170 -0.44582
N 1.50668 -0.10691 -0.13645
O 2.54336 -0.18695 0.29785
H -1.51395 -0.57402 -0.19899
H -0.70492 -0.19905 1.45542
H -1.49814 1.04003 0.23320
H 0.26704 -0.05311 -1.56735
*
```

## Properties
SMILES string = CC=[N+]=O

Arrangement x

# C2H4NO

The ion C2H4NO with charge +1 (wB97M-V/def2-TZVPD, the Open Molecules 2025 dataset).

```
! wB97M-V def2-TZVPD RIJCOSX def2/J DEFGRID3
* xyz 1 1
C -0.08834 0.29012 0.17271
C 1.11156 -0.43730 -0.38896
N 2.28607 -0.00096 -0.13945
O 3.34750 0.18586 0.30839
H 0.11842 0.60239 1.19274
H -0.23083 1.15811 -0.46028
H -0.96551 -0.30739 0.02690
H 0.89618 -0.99147 -1.32277
*
```

## Properties
SMILES string = CC=[N+]=O

Stability order, top to bottom: arrangement x, arrangement w

Arrangement w

# C5H11N2O

The molecule C5H11N2O (wB97M-V/def2-TZVPD, the Open Molecules 2025 dataset).

```
! wB97M-V def2-TZVPD RIJCOSX def2/J DEFGRID3
* xyz 0 2
C 0.56076 1.88449 -1.95928
O -0.65916 1.64092 -2.36012
C 1.14382 0.34915 -1.73709
C 0.72995 -0.55634 -0.62205
C -0.05071 0.33746 0.34676
N -0.59913 -2.18015 3.06802
C -0.31890 -1.11920 2.37535
N -0.97579 -0.51586 1.30325
H 0.79888 2.35418 -0.93288
H 1.21045 2.40946 -2.63520
H 0.63211 -0.18231 -2.57577
H 2.24140 0.39622 -1.82887
H 0.15500 -1.45089 -0.84137
H 1.71202 -0.92734 -0.25498
H 0.53497 0.92182 1.07350
H -0.69484 0.94397 -0.24537
H -1.30134 -2.77320 2.65145
H 0.38432 -0.34508 2.72904
H -1.76475 -0.97547 0.72041
*
```

## Properties
⟨S²⟩ = 0.756

Arrangement x

# C5H11N2O

A structure of composition C5H11N2O (wB97M-V/def2-TZVPD, the Open Molecules 2025 dataset).

```
! wB97M-V def2-TZVPD RIJCOSX def2/J DEFGRID3
* xyz 0 2
C -2.83848 1.03537 0.11788
O -3.64987 0.22208 -0.52815
C -1.51351 0.51604 0.73379
C -0.57846 0.05627 -0.38502
C 0.55013 -0.90187 0.07157
N 3.41431 -0.98208 -0.97866
C 2.82474 -0.16693 0.20505
N 1.54924 -0.26736 0.87695
H -2.55826 1.93450 -0.46962
H -3.38952 1.45311 1.00230
H -1.76865 -0.30244 1.40724
H -1.00667 1.28782 1.31815
H -0.06626 0.88332 -0.91818
H -1.20806 -0.40366 -1.16032
H 0.94799 -1.36774 -0.83574
H 0.03766 -1.66206 0.69805
H 2.96291 -1.90308 -0.94774
H 3.58987 0.43527 0.67400
H 2.70090 0.13344 -0.88155
*
```

## Properties
⟨S²⟩ = 1.763

Stability order, top to bottom: arrangement w, arrangement x

Arrangement w

# C5H10ClN4

A cluster of 2 separate species, C5H10ClN4 in total (wB97M-V/def2-TZVPD, the Open Molecules 2025 dataset).

```
! wB97M-V def2-TZVPD RIJCOSX def2/J DEFGRID3
* xyz 1 1
C 1.56418 -2.33537 -1.02972
C 1.12292 -0.82581 0.92231
C 0.85756 -3.42175 -1.32135
C -0.82489 0.34598 -0.93172
C -1.41624 0.53889 1.35834
N 1.61426 -1.60459 0.15492
N -0.47515 0.49659 0.28625
N 1.08659 -0.74951 2.21636
N -2.06939 0.57772 -1.34839
Cl 2.68737 -1.57731 -2.17462
H 0.90262 -3.92849 -2.27673
H 0.31059 -3.91298 -0.59154
H -0.02958 0.24988 -1.73116
H -0.93384 0.49314 2.27155
H -2.13756 -0.36810 1.40315
H -2.16304 1.43062 1.26973
H 1.73777 -1.30197 2.76402
H 1.14876 0.17343 2.53085
H -2.83606 0.53029 -0.73573
H -2.15309 0.36635 -2.31020
*
```

Arrangement x

# C5H10ClN4

The ion C5H10ClN4 with charge +1 (wB97M-V/def2-TZVPD, the Open Molecules 2025 dataset).

```
! wB97M-V def2-TZVPD RIJCOSX def2/J DEFGRID3
* xyz 1 1
C 1.87253 0.41716 0.27261
C 0.50387 -0.08242 0.55284
N 0.21201 -0.31217 1.92951
N 0.36488 -1.38019 -0.31690
C -0.76053 -1.73016 -0.89697
N -1.93662 -1.18013 -0.53400
C -1.90117 -0.01253 0.07072
Cl -3.29595 0.55606 0.82110
C -0.59882 0.86215 -0.11773
N -0.27401 1.06216 -1.45253
H 2.53248 -0.29517 0.76046
H 2.00627 1.35606 0.70205
H 2.05359 0.58450 -0.79872
H -0.63185 0.11451 2.26551
H 0.99897 0.10834 2.57786
H 1.12166 -2.12071 -0.52519
H -0.74750 -2.30300 -1.86137
H -0.62164 1.78950 0.47320
H -0.83907 0.53178 -2.25372
H -0.05909 2.03428 -1.66875
*
```

## Properties
SMILES string = C[C@]1(N)[NH+]=CN=C(Cl)[C@@H]1N

Stability order, top to bottom: arrangement x, arrangement w

Arrangement w

# C2H4N3O

A cluster of 2 separate species, C2H4N3O in total (wB97M-V/def2-TZVPD, the Open Molecules 2025 dataset).

```
! wB97M-V def2-TZVPD RIJCOSX def2/J DEFGRID3
* xyz 1 1
C 0.12851 -2.01490 0.48618
C -0.93534 0.95205 -0.31834
N 0.09142 -1.80391 -0.63315
N 1.47203 0.73799 0.02040
N 0.36418 0.54256 -0.02856
O 2.59214 0.71789 0.15207
H 0.12606 -2.28296 1.51087
H -1.04278 1.10679 -1.39697
H -1.62721 0.16801 -0.01279
H -1.16902 1.87649 0.22029
*
```

Arrangement x

# C2H4N3O

The ion C2H4N3O with charge +1 (wB97M-V/def2-TZVPD, the Open Molecules 2025 dataset).

```
! wB97M-V def2-TZVPD RIJCOSX def2/J DEFGRID3
* xyz 1 1
O -2.98683 0.05275 -0.02329
N -1.56068 -0.17653 -0.07419
C -0.70806 -1.23952 -0.01666
C 0.55233 -0.58946 0.07939
N 0.39897 0.75236 -0.05252
N -0.89989 0.94807 0.03569
H -0.73097 -2.30822 0.09640
H 1.61664 -1.07914 0.14498
H 0.89450 1.59969 -0.28113
H -1.58342 1.69144 0.16482
*
```

## Properties
SMILES string = O=[n+]1cc[nH][nH]1

Arrangement y

# C2H4N3O

The ion C2H4N3O with charge +1 (wB97M-V/def2-TZVPD, the Open Molecules 2025 dataset).

```
! wB97M-V def2-TZVPD RIJCOSX def2/J DEFGRID3
* xyz 1 1
O 2.87800 -0.09583 -0.04287
N 1.68246 0.05178 0.06467
C 0.89761 1.10202 -0.01946
C -0.43797 0.68174 -0.00085
N -0.45520 -0.66041 -0.06703
N 0.75417 -1.15088 0.03751
H 1.43951 2.12869 0.15433
H -1.33826 1.12990 -0.04558
H -1.32777 -1.31611 -0.07686
H 0.99748 -2.05758 0.23029
*
```

## Properties
SMILES string = O=[n+]1cc[nH][nH]1

Stability order, top to bottom: arrangement y, arrangement w, arrangement x

Arrangement w

# H3NO3Si

A cluster of 2 separate species, H3NO3Si in total (wB97M-V/def2-TZVPD, the Open Molecules 2025 dataset).

```
! wB97M-V def2-TZVPD RIJCOSX def2/J DEFGRID3
* xyz 0 1
O 1.16378 1.22748 0.06589
Si 1.57083 -0.22346 -0.02838
H 1.56509 -1.02260 -1.24504
H 1.96800 -1.02392 1.12271
O -2.61158 -0.86674 0.04997
N -1.53346 -0.36507 0.14609
O -1.52831 0.98063 -0.09539
H -0.59435 1.29371 -0.01585
*
```

## Properties
SMILES string = O=[SiH2].O=NO

Arrangement x

# H3NO3Si

A cluster of 2 separate species, H3NO3Si in total (wB97M-V/def2-TZVPD, the Open Molecules 2025 dataset).

```
! wB97M-V def2-TZVPD RIJCOSX def2/J DEFGRID3
* xyz 0 1
O -1.09188 -0.25655 0.54280
Si -2.29630 0.21129 -0.21304
H -3.33043 0.64717 0.74814
H -2.80323 0.03848 -1.54157
O 3.94504 -0.00386 -0.19602
N 2.79641 0.23103 -0.26038
O 1.89446 -0.50268 0.53896
H 0.88593 -0.36489 0.38111
*
```

## Properties
SMILES string = O=[SiH2].O=NO

Stability order, top to bottom: arrangement w, arrangement x

Arrangement w

# H3NO3Si

The molecule H3NO3Si (wB97M-V/def2-TZVPD, the Open Molecules 2025 dataset).

```
! wB97M-V def2-TZVPD RIJCOSX def2/J DEFGRID3
* xyz 0 1
O -1.34991 -1.29703 0.27886
N -1.51115 -0.14910 0.05753
O -2.55838 0.42952 -0.11775
O -0.37764 0.60598 -0.04133
Si 1.25504 0.10449 -0.09135
H 1.47220 -0.82315 0.90977
H 1.45402 -0.28490 -1.39865
H 1.61583 1.41419 0.40292
*
```

## Properties
SMILES string = O=[N+]([O-])O[SiH3]

Arrangement x

# H3NO3Si

A cluster of 2 separate species, H3NO3Si in total (wB97M-V/def2-TZVPD, the Open Molecules 2025 dataset).

```
! wB97M-V def2-TZVPD RIJCOSX def2/J DEFGRID3
* xyz 0 1
N -1.30369 -0.21173 -0.13473
O -1.81232 0.78120 0.33637
O -1.89220 -1.27099 -0.43005
O 1.06797 1.32339 -0.31574
Si 0.51516 -0.15687 -0.18862
H 2.01643 1.52924 -0.23313
H 0.64716 -1.27638 -1.12778
H 0.76149 -0.71785 2.09368
*
```

Stability order, top to bottom: arrangement w, arrangement x

Arrangement w

# C5H5BrO2

A cluster of 2 separate species, C5H5BrO2 in total (wB97M-V/def2-TZVPD, the Open Molecules 2025 dataset).

```
! wB97M-V def2-TZVPD RIJCOSX def2/J DEFGRID3
* xyz 0 1
C -0.99984 2.82990 0.09049
C -0.03234 2.75292 -0.60009
C -0.39773 -0.78344 0.64890
C 0.33855 -1.13324 -0.64217
C -2.55161 0.57409 0.34924
O 0.11175 -0.89871 1.72794
O -1.75056 -0.45417 0.57521
Br -4.30870 -0.08840 0.07455
H -1.93548 2.72068 0.44983
H -0.36603 -0.98610 -1.33602
H 1.06773 -0.42343 -0.65085
H 0.88054 -2.14191 -0.43848
H 0.93465 3.05448 -0.98564
*
```

Arrangement x

# C5H5BrO2

The molecule C5H5BrO2 (wB97M-V/def2-TZVPD, the Open Molecules 2025 dataset).

```
! wB97M-V def2-TZVPD RIJCOSX def2/J DEFGRID3
* xyz 0 1
C 1.21268 0.24126 -0.37998
C 1.00881 1.34213 -1.18544
C 0.25427 -0.29471 0.39082
C -1.22871 1.13047 -0.95271
C -0.20267 -1.59373 0.90182
O -0.24340 1.80119 -1.47035
O -1.32431 -1.58560 1.68834
Br -2.76048 2.14433 -0.47609
H 2.31837 0.04623 -0.39776
H 1.76984 1.79115 -1.75777
H -0.33085 -2.40287 0.18768
H 0.70757 -1.88179 1.38240
H -1.18113 -0.73804 2.06904
*
```

Stability order, top to bottom: arrangement w, arrangement x

Arrangement w

# C2H14O6

A cluster of 6 separate species, C2H14O6 in total (wB97M-V/def2-TZVPD, the Open Molecules 2025 dataset).

```
! wB97M-V def2-TZVPD RIJCOSX def2/J DEFGRID3
* xyz 0 1
C 3.78096 0.33452 -1.01947
C 3.20351 0.29472 0.17473
O 1.87526 0.11651 0.34084
H 4.84627 0.40480 -1.14302
H 3.13836 0.38259 -1.89136
H 3.75741 0.53696 1.07901
H 1.59673 -0.00781 1.26868
O 0.57932 -0.93687 2.47073
H -0.30571 -0.68143 2.17187
H 0.66504 -1.79188 2.02608
O -3.62010 0.36768 0.86900
H -3.56783 0.70354 -0.04189
H -3.83572 1.17887 1.34530
O -1.41126 -1.48894 0.42213
H -1.31956 -1.74446 -0.50240
H -2.18990 -0.91107 0.44521
O -0.14051 -0.18231 -1.72902
H -0.25001 0.09637 -0.80647
H 0.82745 -0.18388 -1.70635
O -2.50945 1.54262 -1.54981
H -2.72769 2.27159 -2.13598
H -2.04276 0.88693 -2.08525
*
```

## Properties
SMILES string = C=CO.O.O.O.O.O

Arrangement x

# C2H14O6

A cluster of 6 separate species, C2H14O6 in total (wB97M-V/def2-TZVPD, the Open Molecules 2025 dataset).

```
! wB97M-V def2-TZVPD RIJCOSX def2/J DEFGRID3
* xyz 0 1
C 1.67855 -0.80508 0.99298
C 1.33848 0.34680 0.35621
O 1.37595 0.19182 -1.04468
H 1.84752 -1.02674 2.03264
H 1.84906 -1.75500 0.57728
H 1.09825 1.32795 0.85283
H 0.61996 0.63682 -1.38887
O -1.43418 1.62112 -1.19264
H -1.68005 2.33956 -1.73995
H -1.57610 0.82837 -1.78336
O -1.01269 -0.17296 -3.11392
H -0.76696 -0.84224 -2.53142
H -1.71738 -0.19340 -3.75128
O 0.06550 -1.88814 -1.48121
H 0.34663 -1.26544 -0.92354
H 0.85718 -2.53255 -1.48062
O -0.84031 -1.66989 2.31010
H -1.58211 -1.25190 2.86320
H -1.41160 -2.53066 2.24509
O -0.13597 2.54072 3.36649
H -0.79155 2.04601 2.90338
H 0.65861 1.98749 3.27650
*
```

## Properties
SMILES string = C=CO.O.O.O.O.O

Stability order, top to bottom: arrangement w, arrangement x